The following is a quantum chemistry calculation of the molecule C4H6O2, from the OMol25 dataset.

Each line ends with the Löwdin charge.
Atoms and positions in Å:
O  1.564  -2.031  0.110  0.06
C  1.149  -0.926  0.355  -0.29
C  0.483  -0.038  -0.679  -0.16
C  -2.039  -0.436  0.837  0.07
O  -1.681  0.728  0.401  -0.17
C  -0.374  1.094  -0.146  -0.17
H  1.283  -0.474  1.365  0.13
H  1.308  0.446  -1.224  0.14
H  -0.043  -0.664  -1.408  0.13
H  -1.173  -1.139  0.678  0.00
H  0.137  1.641  0.654  0.13
H  -0.614  1.800  -0.943  0.13

Atomic forces in eV per Å
-0.19 0.50 0.15
0.11 -0.27 -0.12
-0.04 -0.07 -0.04
0.38 0.19 -0.22
-0.26 -0.21 0.17
0.22 0.02 -0.05
-0.01 -0.08 -0.12
-0.10 -0.05 0.07
0.06 0.09 0.12
-0.13 0.06 0.03
-0.08 -0.08 -0.12
0.05 -0.10 0.12

Multiplicity: 1
Highest occupied orbital energy in eV: -8.78
Maximum force in eV/A: 0.56
Charge: 0
DFT total energy in Ha: -306.35359



The following is a quantum chemistry calculation of the molecule C16H15N3O2S at a distorted geometry, from the OMol25 dataset.

Each line ends with the Löwdin charge.
Atoms and positions in Å:
C  0.466  -6.296  -0.860  -0.08
O  -0.644  -5.586  -0.361  -0.07
C  -0.446  -4.379  0.215  -0.27
C  -1.595  -3.731  0.685  0.01
C  -1.498  -2.501  1.286  0.00
C  -0.259  -1.864  1.434  -0.18
C  -0.243  -0.546  2.092  -0.42
O  -1.210  -0.092  2.660  0.10
C  1.048  0.257  2.036  -0.36
S  1.575  0.550  0.316  1.01
C  0.735  2.039  0.018  -0.61
N  0.161  2.769  0.933  0.12
C  -0.360  3.839  0.254  -0.21
C  -1.085  4.949  0.661  0.00
C  -1.445  5.840  -0.337  -0.08
C  -1.085  5.607  -1.663  -0.16
N  -0.394  4.557  -2.082  0.13
C  -0.056  3.711  -1.126  -0.25
N  0.649  2.544  -1.249  -0.06
C  1.186  1.983  -2.455  -0.03
C  0.880  -2.517  0.968  -0.05
C  0.792  -3.758  0.368  -0.01
H  1.179  -6.536  -0.066  0.10
H  0.063  -7.219  -1.273  0.09
H  0.976  -5.738  -1.652  0.10
H  -2.546  -4.224  0.563  0.12
H  -2.379  -1.994  1.652  0.12
H  0.886  1.237  2.484  0.08
H  1.864  -0.269  2.531  0.09
H  -1.350  5.101  1.695  0.11
H  -2.010  6.726  -0.093  0.10
H  -1.367  6.304  -2.440  0.10
H  0.818  0.965  -2.594  0.09
H  2.277  1.960  -2.413  0.09
H  0.863  2.613  -3.281  0.09
H  1.856  -2.068  1.072  0.09
H  1.696  -4.234  0.023  0.10

Atomic forces in eV per Å
0.21 -0.12 -0.08
-0.24 0.17 0.11
-0.04 0.27 0.15
0.10 -0.21 -0.12
0.21 0.08 -0.01
-0.21 -0.55 -0.15
0.17 0.38 0.17
0.05 -0.06 -0.04
-0.04 0.28 -0.21
0.27 -0.29 0.00
-0.14 0.24 0.37
0.09 -0.28 0.29
0.05 0.11 -0.75
0.12 -0.17 -0.18
-0.04 0.05 0.08
-0.12 0.20 -0.04
0.34 -0.51 -0.18
-0.54 0.82 0.51
0.00 -0.14 0.32
0.18 -0.21 -0.29
-0.38 0.24 0.20
0.06 -0.44 -0.20
-0.02 0.02 -0.03
0.08 0.06 0.02
-0.02 -0.01 0.04
-0.12 -0.05 -0.01
-0.07 0.03 0.03
0.02 -0.17 0.08
0.02 0.03 -0.02
-0.03 0.01 0.11
-0.04 0.08 -0.01
-0.08 0.13 0.02
-0.01 0.06 -0.06
-0.04 0.03 -0.08
0.04 -0.06 0.00
0.11 0.02 0.01
0.05 -0.07 -0.04

Multiplicity: 1
Structure (SMILES): COc1ccc(C(=O)CSc2nc3cccnc3n2C)cc1
Highest occupied orbital energy in eV: -8.11
Maximum force in eV/A: 1.11
Charge: 0
DFT total energy in Ha: -1331.65293



The following is a quantum chemistry calculation of a cluster of 2 separate species, C6H12N5 in total at a distorted geometry, from the OMol25 dataset.

Each line ends with the Löwdin charge.
Atoms and positions in Å:
C  -1.262  1.820  -0.496  -0.06
C  -1.043  2.401  -1.736  -0.19
C  -0.519  0.639  -0.713  -0.02
C  0.745  -0.420  -2.525  -0.03
C  1.025  0.140  2.845  -0.01
C  0.200  -0.811  0.816  -0.14
N  -0.260  1.727  -2.521  0.09
N  -0.532  -2.785  -0.350  0.10
N  -0.311  -2.117  0.679  -0.05
N  0.037  0.586  -1.920  -0.22
N  -0.159  -0.153  2.070  0.04
H  -2.023  2.111  0.237  0.10
H  -1.480  3.361  -2.204  0.15
H  0.079  -1.312  -2.571  0.10
H  0.986  -0.012  -3.518  0.12
H  1.571  -0.818  -2.045  0.06
H  1.733  -0.688  2.958  0.12
H  1.744  0.792  2.386  0.11
H  0.782  0.567  3.856  0.13
H  1.201  -0.924  0.615  0.10
H  -0.989  -3.796  -0.231  0.17
H  -0.870  0.557  1.837  0.18
H  -0.655  -0.866  2.529  0.15

Atomic forces in eV per Å
0.27 -1.74 0.02
-1.39 3.45 -1.41
0.05 -1.80 3.45
-1.08 -2.12 -2.90
1.83 1.45 2.54
-2.80 -0.49 -3.72
0.41 -0.10 -2.29
-0.89 -2.65 0.63
-1.14 1.51 0.53
-1.07 2.37 3.26
0.14 -0.66 -1.45
0.75 -0.26 -0.16
0.77 -1.62 1.25
0.26 0.52 -0.64
0.09 -0.69 0.27
2.01 0.06 1.24
-1.14 -0.77 0.14
-0.55 1.07 -0.77
0.04 -0.53 -1.06
2.59 1.08 -0.28
1.26 2.69 -0.40
0.83 0.49 0.41
-1.23 -1.27 1.33

Multiplicity: 3
Highest occupied orbital energy (spin up / spin down) in eV: -11.60 / -12.72
<S²>: 2.047
Maximum force in eV/A: 4.68
Charge: +1
DFT total energy in Ha: -509.06215



The following is a quantum chemistry calculation of a cluster of 2 separate species, C20H24N4O7S in total at a distorted geometry, from the OMol25 dataset.

Each line ends with the Löwdin charge.
Atoms and positions in Å:
C  -2.963  1.702  6.662  -0.14
N  -2.565  3.004  6.114  -0.20
S  -2.871  3.190  4.456  0.69
O  -2.507  4.571  4.130  -0.31
O  -4.290  2.892  4.230  -0.32
C  -1.768  1.980  3.681  -0.26
C  -0.408  1.953  4.006  -0.05
C  0.438  1.038  3.376  -0.05
C  -0.069  0.163  2.412  0.00
C  -1.436  0.178  2.085  -0.13
C  -1.994  -0.689  1.050  -0.18
C  -1.295  -1.198  -0.006  0.08
C  -2.245  -1.884  -0.839  -0.06
C  -2.201  -2.537  -2.131  -0.42
O  -1.195  -2.497  -2.826  0.03
N  -3.339  -3.142  -2.618  0.12
C  -4.558  -3.103  -1.924  -0.06
C  -4.624  -2.436  -0.719  0.02
C  -3.432  -1.800  -0.180  -0.18
O  -3.314  -1.066  0.969  0.12
C  -2.279  1.085  2.736  0.02
H  -2.410  0.890  6.179  0.08
H  -4.035  1.527  6.519  0.08
H  -2.751  1.668  7.735  0.08
H  -3.064  3.763  6.561  0.10
H  -0.010  2.650  4.742  0.12
H  1.495  1.020  3.626  0.11
H  0.611  -0.531  1.927  0.12
H  -0.240  -1.068  -0.188  0.10
H  -3.282  -3.524  -3.556  0.16
H  -5.448  -3.581  -2.332  0.12
H  -5.552  -2.373  -0.159  0.11
H  -3.338  1.115  2.479  0.13
C  2.904  -0.349  -5.800  -0.06
N  3.186  0.795  -4.932  0.03
C  3.149  0.837  -3.596  -0.45
O  3.425  1.889  -3.033  0.05
C  2.789  -0.431  -2.794  -0.19
C  1.894  -0.126  -1.593  -0.21
O  0.621  0.296  -2.044  -0.05
N  3.932  -1.275  -2.394  0.12
C  5.065  -0.989  -1.750  -0.54
C  5.406  0.414  -1.298  0.01
O  5.846  -1.895  -1.505  0.03
H  1.851  -0.624  -5.722  0.08
H  3.526  -1.201  -5.519  0.08
H  3.120  -0.086  -6.837  0.09
H  3.435  1.670  -5.369  0.14
H  2.176  -1.050  -3.446  0.14
H  1.783  -1.029  -0.992  0.12
H  2.340  0.655  -0.977  0.12
H  0.135  -0.457  -2.407  0.07
H  3.859  -2.253  -2.625  0.15
H  5.709  1.004  -2.160  0.09
H  6.234  0.367  -0.593  0.09
H  4.553  0.878  -0.812  0.07

Atomic forces in eV per Å
-0.43 -0.18 0.07
0.62 -0.53 -1.05
-1.83 2.13 0.49
0.35 -2.03 0.36
1.86 -0.69 -0.26
0.03 -0.30 -0.01
-0.10 0.22 0.09
-0.57 0.01 -0.28
-0.14 0.23 0.24
-0.51 0.35 0.64
1.29 -0.81 -1.22
-0.13 0.00 -0.21
-0.48 -0.24 0.62
1.22 0.56 -0.42
0.58 -0.13 -0.42
-1.49 0.05 0.98
0.77 1.03 1.33
0.06 0.03 -0.03
-0.89 -0.40 -0.53
-0.36 -0.13 -0.27
-0.21 0.42 0.29
-0.01 0.24 0.05
0.10 -0.11 0.00
0.10 0.14 -0.24
0.03 0.25 -0.03
-0.13 -0.14 -0.13
-0.18 -0.01 -0.04
-0.17 0.01 0.03
-0.22 0.10 -0.01
0.08 0.10 0.34
0.52 0.07 -0.14
0.07 -0.13 -0.23
0.20 0.01 0.14
-0.06 0.14 0.44
-0.06 -0.71 -1.24
0.50 0.92 1.09
-0.25 -0.40 0.28
0.15 -0.47 0.18
-0.25 0.12 -0.45
-0.03 0.46 0.07
-1.60 0.41 -1.33
1.73 0.23 1.14
-0.29 -0.15 -0.06
0.15 -0.35 -0.06
0.03 -0.12 -0.14
-0.05 -0.01 -0.12
0.01 0.03 0.22
-0.02 -0.04 0.17
0.06 -0.23 -0.08
0.29 -0.23 0.06
-0.22 0.12 -0.08
0.07 -0.11 0.02
0.03 -0.04 0.00
-0.15 0.20 0.04
-0.06 -0.22 -0.12
-0.03 0.30 -0.16

Multiplicity: 1
Structure (SMILES): CNS(=O)(=O)c1cccc(-c2cc3c(=O)[nH]ccc3o2)c1.CNC(=O)[C@H](CO)NC(C)=O
Highest occupied orbital energy in eV: -8.36
Maximum force in eV/A: 2.85
Charge: 0
DFT total energy in Ha: -1920.41891



Listing relative energy (zero: lowest compared OMol25 entry of this formula, charge and spin) for the structures above in their given order: 4.155 1.235 2.693 2.528 eV.